The following is a quantum chemistry calculation of a molecular structure, C36H60BrCsN5O9P2SSb, from the Open Molecules 2025 dataset.

XYZ file:
```
116
C36H60BrCsN5O9P2SSb wB97M-V/def2-TZVPD
Cs -0.1177 -0.2100 1.6247
C -1.0241 6.0788 2.1210
C 0.3998 6.3901 2.5293
N 1.4313 5.4741 2.0686
C 1.8130 5.5055 0.6997
C 0.7430 4.9768 -0.2256
S 0.2305 3.3302 0.0626
C -1.5784 3.4314 -0.0989
C -2.2385 4.0721 1.2041
N -1.2968 4.6722 2.0996
H -1.7329 6.6607 2.7642
H -1.2930 6.5281 1.1391
H 0.7299 7.3440 2.0730
H 0.4816 6.4703 3.6384
H 1.4496 4.5935 2.5976
H 2.2233 6.4915 0.3162
H 2.7186 4.8693 0.6280
H -0.1192 5.6232 -0.2282
H 1.1126 5.0524 -1.2375
H -1.8239 3.9473 -1.0020
H -1.9484 2.3995 -0.2463
H -2.9834 4.8567 0.8727
H -2.8144 3.2671 1.6438
H -0.7215 4.0222 2.6575
O -4.6503 -3.9227 -2.1717
C -4.0920 -3.1389 -3.1556
C -4.3641 -3.6391 -4.4294
C -3.9845 -2.8579 -5.5147
C -3.5843 -1.5279 -5.3154
C -3.2539 -1.0438 -4.0325
C -3.3200 -1.9288 -2.9656
C -2.8226 -1.6570 -1.5597
O -2.1284 -0.5383 -1.3655
N -3.9889 -1.6865 -0.6216
N -3.5365 -1.4783 0.6847
C -4.3307 -0.7928 1.4129
C -4.3121 -0.5645 2.8486
Br -2.7400 -0.0532 3.7941
C -5.4034 -0.6133 3.6227
C -6.5856 -1.3373 3.2452
C -6.5794 -2.3010 2.2465
C -7.7731 -2.7609 1.6711
C -8.9761 -2.3434 2.2858
C -9.0307 -1.6542 3.5187
C -7.8305 -1.1206 3.9941
H -4.6002 -3.4928 -1.3001
H -4.7841 -4.6001 -4.5342
H -4.0824 -3.2482 -6.5341
H -3.4458 -0.8321 -6.1659
H -2.8920 -0.0238 -3.9059
H -2.2267 -2.5326 -1.1019
H -4.7478 -1.0478 -0.8837
H -5.2567 -0.4272 0.8671
H -5.3846 -0.1660 4.6245
H -5.6501 -2.7449 1.9128
H -7.7149 -3.4115 0.8516
H -9.9351 -2.6131 1.8407
H -9.9722 -1.4523 4.0263
H -7.8390 -0.4324 4.8639
O 4.6387 1.3091 2.9478
P 3.3749 0.4881 3.5774
O 3.6506 0.3912 5.0558
O 2.8618 -0.6451 2.7277
O 2.2095 1.5984 3.2139
P 0.8989 1.9650 4.1206
O 1.4874 2.1059 5.6098
O -0.1299 0.8074 4.0376
O 0.3456 3.2830 3.6631
H 5.2073 1.5897 3.6670
H 2.1116 1.3246 5.7951
C 2.1703 -4.1635 3.9915
C 1.1941 -3.9174 2.8651
N 0.3577 -3.8614 2.0431
H 1.6486 -4.6876 4.8265
H 2.5874 -3.2124 4.3660
H 2.9758 -4.8068 3.6721
C 4.1791 -3.9918 -2.4751
C 2.9512 -3.1976 -2.1894
C 2.4792 -3.3851 -0.7744
C 1.8903 -3.3312 -3.2895
Sb 3.6627 -0.9731 -2.1447
C 2.9933 0.4997 -3.8830
C 1.4925 0.4194 -3.7233
C 3.6120 -0.1420 -5.0933
C 3.5606 1.8710 -3.5517
C 5.2620 -0.3610 -0.6216
C 4.9565 -1.2138 0.6421
C 6.6872 -0.6175 -1.2265
C 4.9515 1.0737 -0.1368
H 3.9234 -5.0402 -2.4891
H 4.9442 -3.9329 -1.7003
H 4.6875 -3.8154 -3.4383
H 1.8099 -4.2518 -0.6605
H 1.8476 -2.5948 -0.3622
H 3.2675 -3.4831 -0.0734
H 1.5949 -4.3675 -3.3990
H 2.3551 -3.1577 -4.2615
H 0.9849 -2.7223 -3.0886
H 1.0609 -0.5637 -3.7700
H 1.0570 0.9534 -4.5273
H 1.1442 0.9378 -2.8551
H 3.1600 -1.0774 -5.3602
H 4.6909 -0.3514 -4.9903
H 3.5514 0.5368 -5.9352
H 3.0819 2.3653 -2.7081
H 3.5142 2.5289 -4.4329
H 4.6328 1.7464 -3.3416
H 5.0715 -2.2750 0.5248
H 4.0043 -0.9588 1.0647
H 5.6840 -0.8841 1.4363
H 7.0247 -1.6629 -1.2279
H 7.4012 -0.0905 -0.5998
H 6.7972 -0.2280 -2.2151
H 3.9051 1.1635 0.2246
H 5.1898 1.9009 -0.7763
H 5.5234 1.2436 0.7940
```

## Properties
Energy above the lowest of the compared OMol25 structures with the same formula, charge and spin: 0.000 eV
HOMO level (spin up / spin down): -1.64 / -1.64 eV
Net charge: -2
Kohn-Sham gap (spin up / spin down): 5.269 / 5.268 eV
Largest force on an atom: 3.3 eV/Å

=====

The following is a quantum chemistry calculation of 6 unconnected molecules or ions with the total composition C36H60Cl10F5NO10S, from the Open Molecules 2025 dataset.

XYZ file:
```
123
C36H60Cl10F5NO10S wB97M-V/def2-TZVPD
C -0.4230 -1.2512 2.3428
C 0.1378 -1.8978 1.3408
N 1.5705 -1.8186 0.9403
C 1.7190 -0.8149 -0.1625
S 0.8317 -1.4201 -1.6222
O 0.7233 -2.8497 -1.5229
O -0.3966 -0.7601 -1.9137
C 1.9766 -1.1231 -3.0740
F 3.0179 -0.3361 -2.7289
F 1.2952 -0.5427 -4.0564
C 2.5825 -2.4527 -3.6181
F 3.2342 -3.1131 -2.6722
F 3.4893 -2.0832 -4.5494
F 1.6760 -3.1986 -4.2213
C 1.4363 0.6345 0.3317
C 2.2826 1.6490 -0.4922
C 1.6172 2.1478 -1.7874
C 1.0857 3.5946 -1.7359
C 1.5629 4.4791 -2.9052
O 0.0967 0.9511 0.2225
C -0.3712 2.0419 1.0046
C -1.7243 2.4729 0.4487
C -2.1158 3.8196 1.0391
C -2.7984 1.4391 0.9011
C -3.0035 0.2908 -0.0919
C -3.6242 0.7279 -1.4190
C -3.9606 -0.7457 0.5727
O 1.8126 0.7577 1.6928
C 2.9070 -0.0541 2.1062
C 3.3950 0.4948 3.4483
C 4.9162 0.5481 3.6152
O 5.3673 -0.3490 4.6397
C 6.6756 -0.6918 4.5567
C 7.1111 -1.6260 3.4719
O 7.4530 -0.2620 5.3501
C 2.6104 -1.5788 2.0262
C 3.9116 -2.2080 1.4725
C 3.8480 -3.7025 1.4899
O 3.2393 -4.2778 0.6263
O 4.4936 -4.3539 2.4520
C 2.3446 -2.3425 3.3755
O 1.2914 -2.9715 3.5299
O 3.3386 -2.2878 4.1291
H -0.0875 -0.3138 2.7602
H -1.2803 -1.7178 2.8089
H -0.4489 -2.5726 0.7355
H 1.7812 -2.7333 0.5038
H 2.7627 -0.8124 -0.4748
H 2.4098 2.5061 0.1666
H 3.2822 1.2557 -0.6793
H 2.3722 2.1159 -2.5728
H 0.8226 1.4880 -2.1308
H 1.2634 4.0802 -0.7782
H 0.0020 3.5409 -1.8389
H 2.1999 5.2979 -2.5790
H 0.7072 4.9305 -3.4047
H 2.0716 3.8951 -3.6693
H -0.5301 1.7733 2.0493
H 0.3098 2.8979 1.0014
H -1.7262 2.4644 -0.6385
H -2.2018 3.7168 2.1247
H -1.3741 4.6001 0.8630
H -3.1004 4.1259 0.6947
H -2.5062 0.9721 1.8472
H -3.7368 1.9581 1.1099
H -2.0477 -0.1950 -0.2577
H -3.3881 -0.0349 -2.1575
H -4.7033 0.8266 -1.3274
H -3.2156 1.6630 -1.8055
H -4.6682 -1.1117 -0.1641
H -4.4984 -0.2490 1.3794
H -3.3947 -1.5605 1.0232
H 3.7177 0.1480 1.3910
H 2.9310 0.0314 4.3068
H 3.0838 1.5399 3.4490
H 5.4445 0.3864 2.6727
H 5.1846 1.5526 3.9458
H 6.5468 -2.5583 3.4964
H 8.1705 -1.8328 3.5569
H 6.9411 -1.1895 2.4863
H 4.6975 -1.8801 2.1470
H 4.1737 -1.8385 0.4809
H 3.9240 -5.1015 2.6931
Cl -6.1880 2.6601 0.4712
C -7.6313 2.4285 -0.5577
C -8.4505 1.2340 -0.1530
Cl -7.6139 -0.3077 -0.4848
H -7.2927 2.3511 -1.5882
H -8.2347 3.3293 -0.4574
H -9.3814 1.2166 -0.7216
H -8.6960 1.2582 0.9058
Cl 2.5375 -0.8224 9.0049
C 4.0499 -0.7243 8.0626
C 4.3969 0.6940 7.6958
Cl 3.2506 1.3595 6.5041
H 3.9360 -1.3452 7.1762
H 4.8399 -1.1423 8.6839
H 5.3832 0.7197 7.2340
H 4.3995 1.3481 8.5639
Cl -1.4733 0.2185 -6.4646
C -2.2665 -1.2495 -5.8369
C -3.7704 -1.1572 -5.8903
Cl -4.4024 0.0455 -4.7389
H -1.9171 -1.4073 -4.8190
H -1.9298 -2.0810 -6.4538
H -4.2027 -2.1184 -5.6172
H -4.1208 -0.8895 -6.8837
Cl -11.5118 -0.0781 2.1352
C -12.7436 -0.4101 0.8909
C -12.1760 -0.3213 -0.5009
Cl -11.7345 1.3526 -0.9340
H -13.5612 0.2917 1.0325
H -13.1150 -1.4177 1.0690
H -12.9171 -0.6521 -1.2260
H -11.2869 -0.9387 -0.6077
Cl 4.4834 0.3366 -7.9950
C 4.9194 -1.3412 -7.5801
C 6.3352 -1.4548 -7.0786
Cl 7.5328 -1.1434 -8.3608
H 4.7599 -1.9567 -8.4615
H 4.2304 -1.6638 -6.8036
H 6.5131 -2.4659 -6.7160
H 6.5248 -0.7566 -6.2674
```

## Properties
Energy above the lowest of the compared OMol25 structures with the same formula, charge and spin: 0.808 eV
HOMO level: -8.64 eV
Net charge: 0
Kohn-Sham gap: 8.604 eV
SMILES: C=C[N@H+]1[C@@H](S(=O)(=O)C(F)(F)C(F)(F)F)[C@@](CCCC)(OC[C@H](C)CC(C)C)O[C@@H](CCOC(C)=O)[C@@]1(CC(=O)O)C(=O)[O-].ClCCCl.ClCCCl.ClCCCl.ClCCCl.ClCCCl
Largest force on an atom: 2.3 eV/Å

=====

Q: Number 2 is which compound?
A: C36H60Cl10F5NO10S